This record from the Open Molecules 2025 dataset describes one molecule with the formula C19H27N3O4S. The level of theory is the ωB97M-V functional and the def2-TZVPD basis.

Computed properties:
- Gap between HOMO and LUMO: 8.6085 eV
- ΔE to the lowest compared entry with this formula, charge and spin: 1.313 eV
- E: -43637.497 eV
- HOMO level: -8.0 eV

The geometry in ORCA input format:
```
! RIJCOSX wB97M-V def2-TZVPD def2/J DEFGRID3
* xyz 0 1
S 3.75981 -1.20067 -0.71804
O 0.62566 -0.21141 1.29949
O 0.37736 -3.76365 0.41866
O -2.48385 2.34764 0.34065
O -4.89251 2.34367 -1.26809
N -1.23647 -2.60132 -0.64982
N 4.82130 1.17048 0.17070
N 2.70237 0.58972 0.85015
C -5.08281 0.07308 -0.85478
C 2.26804 2.99937 0.62220
C -1.49682 2.35349 1.34659
C 1.07527 -1.96752 -1.00736
C -2.34720 -3.32085 -0.06763
C -3.20407 1.19410 0.14654
C 2.13921 -1.57037 0.01283
C 0.04015 -2.85954 -0.31573
C 6.02134 0.95526 -0.57804
C 3.86761 0.36229 0.15219
C -3.04607 -2.49788 1.02482
C -4.49914 3.64635 -0.90181
C 6.14366 2.00662 -1.67751
C -4.36828 1.24884 -0.64140
C -3.53969 -1.19208 0.46868
C 2.52905 1.83813 1.57206
C 1.71880 -0.34572 0.79473
C -4.68313 -1.13143 -0.31301
C -2.81522 -0.02776 0.68333
H 6.85745 1.05723 0.12004
H -5.26786 -2.02119 -0.49186
H -1.94128 -4.24127 0.35618
H 5.32644 1.90340 -2.38752
H -3.46698 3.85678 -1.18911
H -5.17148 4.30961 -1.44642
H -1.91443 -0.08923 1.27302
H -5.97244 0.14090 -1.46074
H -0.67933 1.66416 1.12289
H 6.10699 3.00267 -1.24414
H -2.33534 -2.31573 1.83156
H 2.27014 -2.41546 0.70120
H 0.61526 -1.08732 -1.45810
H 6.04164 -0.05420 -1.01687
H 2.12153 3.91129 1.19369
H 1.37845 2.81467 0.02462
H -4.61548 3.81510 0.17157
H 3.44259 2.01898 2.14182
H 3.12050 3.13064 -0.03861
H -1.46831 -1.74708 -1.13240
H -1.11820 3.37467 1.37413
H 7.08525 1.88275 -2.20478
H -3.87929 -3.08327 1.41654
H -1.92324 2.09600 2.32118
H 1.68547 1.69139 2.25063
H -3.05648 -3.56516 -0.86380
H 1.54137 -2.56500 -1.79466
*
```

Results of the Mulliken charge analysis, in e, for atoms 1 through 8: S -0.35; O -0.64; O -0.70; O -0.48; O -0.49; N -0.15; N -0.27; N 0.08

***

This record from the Open Molecules 2025 dataset describes a 2-piece molecular cluster, C6H13INO2 overall. The level of theory is the ωB97M-V functional and the def2-TZVPD basis.

Computed properties:
- Gap between HOMO and LUMO: 9.1456 eV
- ΔE to the lowest compared entry with this formula, charge and spin: 4.483 eV
- E: -20103.873 eV
- HOMO level: -12.5 eV

The geometry in ORCA input format:
```
! RIJCOSX wB97M-V def2-TZVPD def2/J DEFGRID3
* xyz 1 1
I -0.96245 -2.45362 0.80386
O -0.12622 0.38026 -0.61679
O -2.07694 -1.70941 -1.67992
N 0.76752 -0.19092 0.42978
C 0.61287 0.56497 -1.79500
C -0.00216 1.78608 1.93315
C -3.02573 -1.11340 -2.15005
C 1.95660 0.66536 0.81866
C 0.85258 0.60620 1.73663
C 0.99723 -1.57974 0.53532
H -0.12565 2.28932 0.86265
H -3.40503 -0.19673 -1.79809
H -1.11467 1.58756 2.29028
H 2.77184 -0.09248 0.89140
H 2.15117 1.62039 0.33295
H -3.57712 -1.46313 -3.14495
H 0.11144 1.13264 -2.54093
H 1.35672 -1.92682 -0.51183
H 0.84972 -0.33602 -2.26238
H 0.90690 -0.01662 2.57474
H -1.03815 -3.11538 2.34332
H 1.58066 1.01288 -1.66377
H 0.53888 2.54860 2.61092
*
```

Results of the Mulliken charge analysis, in e, for atoms 1 through 8: I 0.41; O -0.18; O -0.43; N 0.33; C -0.79; C -1.12; C -0.11; C -0.58

***

This record from the Open Molecules 2025 dataset describes one molecule with the formula C5H14N2O. The level of theory is the ωB97M-V functional and the def2-TZVPD basis.

Computed properties:
- Gap between HOMO and LUMO: 9.9265 eV
- ΔE to the lowest compared entry with this formula, charge and spin: 3.070 eV
- E: -10437.958 eV
- HOMO level: -9.0 eV

The geometry in ORCA input format:
```
! RIJCOSX wB97M-V def2-TZVPD def2/J DEFGRID3
* xyz 0 1
O -0.87507 -1.65022 -2.94457
N 0.27694 0.22847 0.40415
N -0.93238 2.68872 2.15192
C -0.97921 -1.79338 -1.55877
C -0.04639 1.55495 2.44356
C 0.44983 -1.80945 -1.06561
C 1.06435 -0.46533 -0.65500
C 1.00935 1.13785 1.37689
H -1.46606 -2.77195 -1.44870
H -1.70945 -1.06429 -1.29403
H 0.42201 1.91053 3.41227
H 1.76301 0.51516 1.97776
H 0.59116 -2.58335 -0.27364
H -0.45141 0.88282 -0.13669
H -0.44430 3.54669 2.33015
H 1.47554 1.98697 0.87926
H -0.05336 -1.97997 -3.33269
H 1.19022 0.20427 -1.50797
H 2.02972 -0.72262 -0.18870
H -1.37465 2.66520 1.17862
H -0.57468 0.61723 2.63845
H 1.20316 -2.17313 -1.81633
*
```

Results of the Mulliken charge analysis, in e, for atoms 1 through 8: O -0.55; N -0.27; N -0.53; C -0.17; C -0.69; C -0.75; C -0.66; C -0.42

***

This record from the Open Molecules 2025 dataset describes a 2-piece molecular cluster, C25H27N2O overall. The level of theory is the ωB97M-V functional and the def2-TZVPD basis.

Computed properties:
- Gap between HOMO and LUMO: 5.3663 eV
- ΔE to the lowest compared entry with this formula, charge and spin: 0.943 eV
- E: -31383.630 eV
- HOMO level: -10.4 eV

The geometry in ORCA input format:
```
! RIJCOSX wB97M-V def2-TZVPD def2/J DEFGRID3
* xyz 1 1
O 4.09345 -2.89540 -1.35647
N 0.59743 1.81612 1.84272
N 0.53832 4.05292 2.58047
C 2.64993 3.19072 -1.61910
C 1.79581 -3.36944 -0.58825
C -3.54879 -1.00318 -0.71325
C 0.75387 3.09393 1.63238
C -2.30914 -2.94365 -1.51819
C 1.28082 -0.64782 -1.08710
C 0.90545 4.84419 -0.16047
C 0.71466 1.45562 3.26931
C 0.21125 -1.50101 -0.69780
C -5.98091 -3.84677 -1.23556
C -4.70467 -3.07060 -1.24612
C 2.81756 -2.51887 -1.09792
C 4.50405 -4.27473 -1.25744
C 1.25132 3.57550 0.31836
C 2.53440 -1.14574 -1.31623
C 2.30599 4.45908 -2.11232
C 2.07632 2.72946 -0.43034
C -2.28764 -1.63017 -0.93875
C 0.51653 -2.87083 -0.43604
C 0.04641 3.80614 3.92868
C -0.14058 2.31904 4.19177
C -1.08830 -0.93881 -0.61621
C -3.49730 -3.64259 -1.67368
C -4.71798 -1.72485 -0.84349
C 1.43038 5.27989 -1.38358
H -5.80624 -4.92677 -1.20041
H 1.76580 1.57439 3.61741
H -3.57015 0.04531 -0.40673
H -0.29028 -3.53042 -0.12092
H 1.16165 6.26459 -1.76774
H 0.45264 0.38891 3.30752
H 3.36012 2.56004 -2.15724
H -0.90407 4.33862 4.04646
H -5.67648 -1.26031 -0.61881
H 0.76004 4.22546 4.65331
H -1.36723 -3.40210 -1.81482
H 5.57701 -4.24502 -1.45355
H 4.00496 -4.88462 -2.02084
H -6.59856 -3.62920 -2.11670
H 0.79309 5.00574 2.34962
H 1.06258 0.40718 -1.25842
H 3.34482 -0.49568 -1.63408
H 0.11429 2.12294 5.23748
H -3.48350 -4.65131 -2.10127
H 0.19841 5.45896 0.39393
H 2.70515 4.80230 -3.07035
H -1.16265 0.12068 -0.35359
H -1.19079 2.04195 4.05900
H 4.31436 -4.67387 -0.25321
H -6.56545 -3.56414 -0.35269
H 2.00603 -4.40917 -0.33215
H 2.24579 1.71744 -0.06659
*
```

Results of the Mulliken charge analysis, in e, for atoms 1 through 8: O -0.41; N -0.28; N -0.21; C -0.73; C -0.60; C -0.84; C 0.08; C -0.56

***

This record from the Open Molecules 2025 dataset describes a 2-piece molecular cluster, C17H19NO overall. The level of theory is the ωB97M-V functional and the def2-TZVPD basis.

Computed properties:
- Gap between HOMO and LUMO: 8.7802 eV
- ΔE to the lowest compared entry with this formula, charge and spin: 1.637 eV
- E: -21474.599 eV
- HOMO level: -7.9 eV

The geometry in ORCA input format:
```
! RIJCOSX wB97M-V def2-TZVPD def2/J DEFGRID3
* xyz 0 1
O -4.40140 -3.43966 -1.19427
N 1.96575 3.38256 2.73221
C -1.17710 -1.83862 -0.43941
C 0.85944 -1.46826 -1.83126
C 0.75366 2.04943 1.37348
C 2.07930 1.47412 1.51808
C -0.29212 4.18197 2.04433
C 1.82495 -2.51379 -1.20244
C -1.35801 3.84803 1.24860
C -1.30459 -2.38810 -2.77459
C -3.12851 -2.92301 -1.30883
C -0.31027 1.79799 0.49636
C -2.44820 -2.35815 -0.24031
C 0.73844 3.23163 2.12354
C 2.75603 2.31859 2.33581
C -0.59641 -1.85458 -1.69863
C -1.36228 2.68183 0.45628
C -2.62361 -2.79222 -2.59750
C 2.62584 0.21190 0.96043
H -2.96509 -2.25507 0.70942
H -0.70798 -1.37891 0.42544
H 1.17265 -1.21771 -2.84475
H -2.20729 2.47017 -0.18780
H 0.97648 -0.55646 -1.24812
H -0.27493 5.02229 2.72741
H 3.71246 2.15856 2.81053
H 1.23064 -3.21335 -0.62384
H 3.56173 -0.06086 1.45009
H -0.38247 0.89538 -0.09970
H -2.22176 4.47461 1.13312
H 1.90469 -0.60250 1.04173
H 2.40433 -3.02183 -1.98167
H 2.35064 4.24963 3.05889
H 2.97177 0.22200 -0.08007
H 2.63504 -1.99002 -0.70414
H -4.78697 -3.08626 -0.38562
H -3.09362 -3.30305 -3.43185
H -0.88121 -2.40824 -3.77098
*
```

Results of the Mulliken charge analysis, in e, for atoms 1 through 8: O -0.56; N -0.09; C -0.26; C 0.01; C 0.72; C 0.57; C -0.86; C -1.20